# 1
Computed, not measured: a cluster of 2 separate species, H3N3O3 in total, with ωB97M-V/def2-TZVPD.

Structure (XYZ):
```
9
Properties=species:S:1:pos:R:3:forces:R:3
N 1.612 0.840 -0.292 -2.39 -1.01 -0.03
N -0.265 -0.423 0.714 3.20 1.41 0.89
N -1.232 0.282 -0.019 -0.24 -0.29 -0.93
O -1.447 1.398 0.340 -0.07 0.44 0.15
O -1.780 -0.350 -0.900 -0.49 -0.08 -0.52
O -0.118 -1.641 0.304 -0.56 -0.74 -0.77
H 1.612 1.546 0.438 0.12 -0.07 0.40
H 2.299 0.127 -0.069 0.13 -0.12 0.47
H -0.681 -1.781 -0.516 0.29 0.46 0.36
```
Positions in Å, forces in eV/Å.

## Properties
- ΔE to the lowest compared entry with this formula, charge and spin (kJ/mol) = 690.5
- molar mass (g mol⁻¹) = 93.04
- highest occupied orbital energy (spin up / spin down) (eV) = -9.550 / -9.548
- Kohn-Sham gap (spin up / spin down) (eV) = 6.69 / 6.69
- DFT total energy (hartree) = -391.4773
- net charge = 0
- lowest unoccupied orbital energy (spin up / spin down) (eV) = -2.86 / -2.86

Atom charges from the Löwdin analysis, given in e for atoms 1 to 2: atom 1 (N): 0.129, atom 2 (N): 0.058

# 2
Computed, not measured: the molecule C13H23N3O2S, with ωB97M-V/def2-TZVPD.

Structure (XYZ):
```
42
Properties=species:S:1:pos:R:3:forces:R:3
C 0.477 -3.969 -4.019 8.81 0.96 9.78
C 0.475 -2.505 -3.725 3.94 -1.15 5.46
C -0.790 -2.064 -3.234 3.15 6.48 7.69
C -1.268 -2.600 -1.844 0.03 5.26 0.60
C -2.623 -1.840 -1.364 6.73 -5.21 6.38
O -2.225 -0.575 -0.955 -1.41 -1.24 -1.31
C -3.231 0.277 -1.071 -4.87 -4.24 -1.72
O -4.468 -0.063 -1.453 6.12 2.41 1.94
N -2.762 1.402 -0.667 -5.47 7.76 -0.20
C -1.553 2.015 -0.333 -5.72 1.12 -1.42
N -1.622 3.343 -0.132 5.10 -4.74 0.97
N -0.199 3.362 0.302 -7.52 13.10 1.21
C 0.576 2.526 0.181 4.45 -8.02 0.81
C 1.922 2.450 0.761 0.10 2.36 -10.21
C 2.238 2.344 2.026 -0.93 0.79 12.74
C 1.676 1.030 2.855 2.75 5.61 -3.05
C 2.076 1.053 4.206 -3.07 -3.29 4.92
C 1.361 1.892 5.312 0.97 2.51 -9.20
S -0.242 1.053 -0.289 2.15 -2.25 -0.41
H -0.133 -4.126 -4.633 -8.61 -2.93 -9.94
H 0.193 -4.646 -3.141 0.28 1.31 -0.74
H 1.507 -4.265 -4.215 -0.21 -0.32 -0.71
H 1.203 -2.452 -2.650 -1.32 0.38 -3.20
H 0.863 -1.834 -4.443 0.69 0.24 -1.01
H -1.441 -2.288 -3.863 -6.38 -1.38 -5.67
H -0.698 -0.775 -3.076 -0.64 -3.59 -0.70
H -1.471 -3.575 -1.927 -0.72 -3.83 -0.01
H -0.489 -2.405 -1.015 -1.08 -0.39 -1.38
H -2.923 -2.503 -0.266 0.94 1.85 -2.71
H -3.469 -2.037 -1.804 -4.25 0.23 -3.41
H -3.655 2.140 -0.795 3.41 -2.07 0.74
H 2.315 1.662 0.171 1.30 -1.01 -0.78
H 2.333 3.400 0.323 0.30 -0.71 0.25
H 1.551 3.222 2.609 2.21 -1.73 -1.20
H 3.335 2.509 2.320 -1.59 -0.19 -0.65
H 0.722 0.946 2.589 -4.54 0.01 -0.23
H 2.076 0.275 2.339 2.09 -3.47 -1.63
H 3.096 1.032 4.292 2.66 -0.18 0.41
H 1.607 0.056 4.549 1.61 0.49 -0.22
H 1.587 1.680 6.210 0.76 -1.94 6.44
H 1.608 2.891 5.063 0.98 1.62 0.60
H 0.463 1.958 4.805 -3.22 -0.63 0.78
```
Positions in Å, forces in eV/Å.

## Properties
- SMILES = CCCCCOC(=O)Nc1nnc(CCCCC)s1
- ΔE to the lowest compared entry with this formula, charge and spin (kJ/mol) = 1320.7
- molar mass (g mol⁻¹) = 285.41
- highest occupied orbital energy (eV) = -9.458
- Kohn-Sham gap (eV) = 9.85
- DFT total energy (hartree) = -1221.6470
- net charge = 0
- lowest unoccupied orbital energy (eV) = 0.40

Atom charges from the Löwdin analysis, given in e for atoms 1 to 2: atom 1 (C): -0.085, atom 2 (C): -0.285